ORCA calculation (the ωB97M-V functional and the def2-TZVPD basis) on C59H43AsCl3F3NO5PbS as an isolated structure in a non-equilibrium geometry.

Results
DFT total energy in eV: -196252.550

The geometry in ORCA input format:
```
! RIJCOSX wB97M-V def2-TZVPD def2/J DEFGRID3
* xyz -1 1
Pb 0.6880 0.0060 0.6172
O 2.2530 0.6909 -0.7983
C 3.0587 -0.0856 -1.6235
C 3.4800 -1.3942 -0.8969
C 2.4949 -2.5000 -0.6683
C 2.8185 -3.7987 -1.0375
C 1.9788 -4.8344 -0.6760
C 0.8397 -4.5525 0.0495
C 0.5304 -3.2345 0.3482
C -0.7414 -2.9099 1.0647
C -0.5039 -2.3203 2.4755
O 0.2783 -1.1826 2.4254
C 0.2186 -3.3949 3.3124
C 1.5371 -3.1980 3.7042
C 2.2015 -4.1589 4.4542
C 1.5522 -5.3270 4.8236
C 0.2295 -5.5210 4.4494
C -0.4345 -4.5602 3.7025
C -1.8298 -1.9969 3.1832
C -3.0853 -2.3998 2.7558
C -4.2212 -2.0535 3.4801
C -4.1171 -1.3011 4.6368
C -2.8616 -0.8948 5.0743
C -1.7336 -1.2405 4.3527
N 1.3649 -2.2447 -0.0015
C 4.4005 0.6539 -1.8200
C 5.3069 0.2367 -2.7919
C 6.5092 0.9027 -2.9645
C 6.8246 1.9985 -2.1698
C 5.9292 2.4113 -1.1958
C 4.7254 1.7391 -1.0198
C 2.4084 -0.2484 -3.0067
C 1.8681 -1.4235 -3.5072
C 1.2524 -1.4405 -4.7554
C 1.1850 -0.2909 -5.5225
C 1.7266 0.8916 -5.0317
C 2.3231 0.9101 -3.7851
H 4.3505 -1.8125 -1.3988
H 3.7981 -1.0430 0.0912
H 3.7214 -3.9820 -1.6032
H 2.2018 -5.8511 -0.9718
H 0.1663 -5.3368 0.3644
H -1.3029 -2.1763 0.4754
H -1.3269 -3.8238 1.1460
H 2.0200 -2.2731 3.4177
H 3.2281 -3.9917 4.7575
H 2.0691 -6.0834 5.4014
H -0.2898 -6.4229 4.7510
H -1.4739 -4.7140 3.4342
H -3.2030 -2.9744 1.8460
H -5.1969 -2.3701 3.1305
H -5.0071 -1.0194 5.1869
H -2.7607 -0.3172 5.9861
H -0.7506 -0.9180 4.6737
H 5.0677 -0.6048 -3.4327
H 7.2000 0.5724 -3.7312
H 7.7577 2.5279 -2.3179
H 6.1652 3.2637 -0.5699
H 4.0192 2.0484 -0.2577
H 1.8707 -2.3359 -2.9275
H 0.8126 -2.3645 -5.1105
H 0.6994 -0.3105 -6.4907
H 1.6703 1.8026 -5.6164
H 2.7295 1.8376 -3.3991
Cl -5.5858 -0.1364 -4.7137
C -4.4915 -0.0157 -3.3796
C -3.1748 0.3482 -3.6029
C -2.3149 0.4302 -2.5294
Cl -0.6678 0.8104 -2.7785
C -2.7092 0.1687 -1.1886
O -1.9043 0.3044 -0.1831
C -4.0625 -0.2271 -1.0428
Cl -4.6151 -0.6398 0.5350
C -4.9395 -0.3153 -2.1052
H -2.8117 0.5462 -4.6017
H -5.9594 -0.6310 -1.9376
S 2.2182 1.3767 2.2459
C 1.3472 2.8534 2.6208
C 1.9272 3.6519 3.6211
C 1.3784 4.8593 3.9929
C 0.2061 5.3074 3.3930
C -0.3882 4.5256 2.4226
C 0.1723 3.3123 2.0143
As -0.7845 2.4094 0.5480
C -0.3119 3.6934 -0.8276
C -1.2073 4.5722 -1.4180
C -0.7622 5.4558 -2.3920
C 0.5689 5.4557 -2.7782
C 1.4637 4.5742 -2.1826
C 1.0279 3.6929 -1.2100
C -2.5998 2.6987 1.1591
C -3.6745 2.9136 0.2995
C -4.9697 2.8950 0.7910
C -5.2056 2.6283 2.1311
C -4.1395 2.4019 2.9902
C -2.8433 2.4343 2.5060
H 2.8314 3.2871 4.0932
H 1.8628 5.4583 4.7546
H -0.2330 6.2558 3.6751
H -1.3047 4.8675 1.9554
H -2.2473 4.5772 -1.1204
H -1.4621 6.1405 -2.8542
H 0.9101 6.1385 -3.5460
H 2.5021 4.5690 -2.4908
H 1.7121 2.9722 -0.7715
H -3.5078 3.0712 -0.7586
H -5.8030 3.0558 0.1188
H -6.2219 2.5672 2.4992
H -4.3185 2.1804 4.0343
H -2.0101 2.2420 3.1719
F -1.6861 -3.3834 -5.0433
C -2.0968 -3.4402 -3.7527
F -2.4963 -4.7183 -3.5348
F -3.2038 -2.6790 -3.6717
C -0.9422 -3.0116 -2.7460
O 0.0950 -3.6632 -2.9168
O -1.2580 -2.1019 -1.9666
*
```

=====

ORCA calculation (the ωB97M-V functional and the def2-TZVPD basis) on C59H46BrFGeInNP3SbSe4 as an isolated structure in a non-equilibrium geometry.

Results
DFT total energy in eV: -493661.524

The geometry in ORCA input format:
```
! RIJCOSX wB97M-V def2-TZVPD def2/J DEFGRID3
* xyz 0 1
In 1.0079 -1.2813 -1.2657
F -3.5526 2.8534 1.9560
Ge -1.9441 2.0920 1.4676
C -1.6724 3.4139 -0.0882
C -2.3868 4.5865 0.1355
C -2.3019 5.6622 -0.7268
C -1.4891 5.5807 -1.8435
C -0.7608 4.4310 -2.0633
C -0.8312 3.3399 -1.1906
P 0.2207 1.8912 -1.5976
C -0.1163 1.9455 -3.4169
C -1.4554 1.9464 -3.8092
C -1.7971 2.0680 -5.1424
C -0.8075 2.1726 -6.1064
C 0.5226 2.1406 -5.7280
C 0.8706 2.0163 -4.3934
C 1.8831 2.6734 -1.5942
C 2.9484 1.8629 -1.9780
C 4.2284 2.3706 -2.0721
C 4.4727 3.6992 -1.7694
C 3.4277 4.5058 -1.3562
C 2.1431 3.9977 -1.2604
C -0.8711 2.6162 3.0659
C -1.2475 3.5462 4.0225
C -0.5021 3.6924 5.1799
C 0.6192 2.9039 5.3867
C 1.0152 1.9859 4.4313
C 0.2607 1.8372 3.2732
P 0.7657 0.7531 1.8840
C 2.4502 1.4779 1.7822
C 3.6598 0.8060 1.8633
C 4.8493 1.5125 1.7906
C 4.8425 2.8874 1.6544
C 3.6360 3.5641 1.5762
C 2.4498 2.8637 1.6232
C 0.9472 -0.8553 2.7317
C 0.1148 -1.1548 3.8094
C 0.1188 -2.4173 4.3720
C 0.9582 -3.3969 3.8696
C 1.7798 -3.1113 2.7928
C 1.7597 -1.8571 2.2028
C -2.6382 0.3068 2.1818
C -3.1597 0.5116 3.4509
C -3.6563 -0.5337 4.2040
C -3.6344 -1.8172 3.6888
C -3.1144 -2.0346 2.4288
C -2.6176 -0.9798 1.6629
P -1.9140 -1.2525 0.0013
C -1.8975 -3.0904 -0.0110
C -2.8554 -3.8911 -0.6243
C -2.7667 -5.2688 -0.5318
C -1.7227 -5.8621 0.1591
C -0.7528 -5.0707 0.7545
C -0.8364 -3.6937 0.6603
C -3.3759 -0.9962 -1.0617
C -4.6851 -1.1752 -0.6261
C -5.7258 -1.1046 -1.5331
C -5.4697 -0.8409 -2.8695
C -4.1681 -0.6450 -3.3024
C -3.1228 -0.7282 -2.4022
H -3.0308 4.6636 0.9949
H -2.8651 6.5599 -0.5179
H -1.4140 6.4106 -2.5299
H -0.1110 4.3739 -2.9263
H -2.2327 1.8868 -3.0568
H -2.8384 2.0959 -5.4307
H -1.0729 2.2828 -7.1476
H 1.3011 2.2303 -6.4723
H 1.9172 2.0143 -4.1200
H 2.7726 0.8185 -2.2146
H 5.0419 1.7176 -2.3593
H 5.4754 4.0939 -1.8478
H 3.6104 5.5404 -1.1001
H 1.3472 4.6422 -0.9196
H -2.1311 4.1471 3.8650
H -0.8021 4.4136 5.9274
H 1.1888 3.0120 6.2987
H 1.9017 1.3836 4.5824
H 3.7111 -0.2663 1.9642
H 5.7778 0.9641 1.8291
H 5.7732 3.4316 1.5955
H 3.6193 4.6387 1.4760
H 1.5066 3.3940 1.5480
H -0.5416 -0.3970 4.2131
H -0.5361 -2.6397 5.2015
H 0.9702 -4.3816 4.3134
H 2.4293 -3.8734 2.3899
H 2.3912 -1.6669 1.3384
H -3.1911 1.5098 3.8609
H -4.0565 -0.3404 5.1880
H -4.0312 -2.6449 4.2580
H -3.0979 -3.0401 2.0361
H -3.6696 -3.4489 -1.1784
H -3.5225 -5.8841 -0.9986
H -1.6647 -6.9390 0.2360
H 0.0629 -5.5254 1.3001
H -0.0899 -3.0698 1.1360
H -4.8809 -1.3906 0.4149
H -6.7404 -1.2679 -1.1995
H -6.2874 -0.7981 -3.5737
H -3.9698 -0.4375 -4.3430
H -2.0977 -0.6016 -2.7358
Br -0.3562 -4.1226 -2.9703
C 1.0372 -4.8754 -1.9246
C 1.2747 -6.2390 -1.9774
C 2.2835 -6.7400 -1.1715
C 3.0204 -5.8616 -0.3918
C 2.7144 -4.5109 -0.4432
N 1.7250 -4.0336 -1.1852
H 0.6937 -6.8768 -2.6231
H 2.4910 -7.8008 -1.1578
H 3.8194 -6.2217 0.2366
H 3.2837 -3.7634 0.0941
Se 5.5780 -1.1392 -2.7357
Sb 4.6785 -1.8429 -4.9278
Se 2.1013 -1.8431 -4.6316
Se 3.1877 -3.9040 -4.4398
Se 4.4425 -1.2928 -0.7454
*
```

=====

Question: Which of these has the lowest DFT total energy?
Answer: C59H46BrFGeInNP3SbSe4

=====

Question: Which of these has the highest DFT total energy?
Answer: C59H43AsCl3F3NO5PbS